Entry from the Open Molecules 2025 dataset: C3H9N2O as an isolated structure in a non-equilibrium geometry (the ωB97M-V functional and the def2-TZVPD basis).

Orbital gap: 0.280 Eh
Net charge: -1
Total energy: -304.4350 hartree
Spin multiplicity: 1
HOMO energy: -0.1198 Ha
Largest force on an atom: 1.2 eV Å⁻¹
Energy relative to the best compared isomer or geometry (same formula, charge and spin): 19.4 kcal/mol

Element x y z (Å)
C -0.81 -2.23 -0.55
O 0.33 -1.49 -0.84
H -1.68 -1.97 -1.21
H -0.63 -3.31 -0.67
H -1.16 -2.00 0.46
C 0.28 1.94 -0.75
N -0.06 0.80 0.07
C 0.29 0.89 1.37
N 0.76 -0.07 2.11
H 0.16 1.65 -1.80
H -0.36 2.82 -0.54
H 1.32 2.26 -0.58
H 0.20 -0.46 -0.36
H 0.17 1.90 1.83
H 1.19 -0.74 1.47

=====

Entry from the Open Molecules 2025 dataset: a 5-piece molecular cluster, C36H66NO5 overall in a non-equilibrium geometry (the ωB97M-V functional and the def2-TZVPD basis).

Orbital gap: 0.222 Eh
Net charge: -1
Total energy: -1842.3141 hartree
Spin multiplicity: 1
HOMO energy: -0.1569 Ha
Largest force on an atom: 3.7 eV Å⁻¹

Element x y z (Å)
C -3.68 5.10 2.37
C -2.13 5.43 2.45
O -1.67 6.03 1.22
C -1.81 6.28 3.74
C -1.15 7.66 3.38
C 0.26 7.84 3.80
C 0.95 9.10 3.46
C 0.19 10.09 2.74
C -1.22 9.96 2.32
C -1.90 8.72 2.66
C -3.39 8.46 2.28
O -4.21 7.97 3.08
O -3.73 8.72 1.07
C -1.68 11.24 1.57
O -2.72 11.41 1.01
N -0.56 12.17 1.64
C 0.57 11.50 2.25
O 1.67 12.01 2.35
H -3.77 4.12 1.83
H -4.26 5.86 1.77
H -4.11 4.96 3.39
H -1.62 4.43 2.54
H -1.47 5.37 0.55
H -1.04 5.69 4.32
H -2.69 6.41 4.42
H 0.78 7.03 4.37
H 2.01 9.31 3.72
H -0.75 13.04 2.14
C 0.66 -1.26 0.77
C 1.66 -0.12 0.87
C 1.43 0.78 2.08
C 0.09 1.52 2.10
C -0.18 2.41 0.89
C 0.82 3.55 0.73
H -0.36 -0.90 0.64
H 0.90 -1.90 -0.08
H 0.69 -1.89 1.67
H 1.65 0.46 -0.05
H 2.67 -0.55 0.95
H 2.25 1.51 2.14
H 1.51 0.18 3.00
H 0.05 2.14 3.01
H -0.72 0.79 2.20
H -1.18 2.84 0.99
H -0.20 1.81 -0.03
H 0.82 4.18 1.62
H 0.55 4.16 -0.13
H 1.83 3.17 0.57
C 6.38 0.24 5.96
C 5.67 1.41 6.64
C 4.17 1.45 6.37
C 3.77 1.63 4.91
C 4.32 2.88 4.23
C 3.83 4.18 4.87
H 6.30 0.30 4.87
H 7.44 0.24 6.22
H 5.95 -0.71 6.29
H 6.14 2.35 6.33
H 5.83 1.33 7.72
H 3.72 2.25 6.97
H 3.72 0.52 6.74
H 2.67 1.64 4.85
H 4.08 0.75 4.33
H 4.01 2.87 3.18
H 5.41 2.86 4.23
H 2.74 4.23 4.84
H 4.22 5.04 4.32
H 4.16 4.27 5.90
C -0.79 -6.57 -3.59
C 0.22 -5.43 -3.49
C -0.01 -4.52 -2.28
C -1.35 -3.78 -2.26
C -1.63 -2.89 -3.48
C -0.63 -1.75 -3.63
H -1.80 -6.20 -3.73
H -0.55 -7.20 -4.45
H -0.76 -7.19 -2.69
H 0.20 -4.84 -4.42
H 1.22 -5.85 -3.42
H 0.80 -3.79 -2.23
H 0.06 -5.12 -1.37
H -1.39 -3.17 -1.36
H -2.17 -4.51 -2.17
H -2.63 -2.47 -3.37
H -1.65 -3.49 -4.39
H -0.62 -1.12 -2.74
H -0.89 -1.13 -4.49
H 0.38 -2.13 -3.79
C -2.70 -12.68 -7.57
C -1.70 -11.54 -7.47
C -1.93 -10.63 -6.26
C -3.27 -9.89 -6.23
C -3.55 -9.01 -7.45
C -2.55 -7.87 -7.60
H -3.72 -12.31 -7.69
H -2.47 -13.31 -8.42
H -2.67 -13.30 -6.67
H -1.72 -10.95 -8.39
H -0.69 -11.96 -7.40
H -1.11 -9.90 -6.20
H -1.85 -11.23 -5.34
H -3.31 -9.28 -5.33
H -4.08 -10.62 -6.14
H -4.55 -8.58 -7.34
H -3.57 -9.61 -8.36
H -2.54 -7.23 -6.71
H -2.82 -7.25 -8.46
H -1.53 -8.24 -7.77

=====

Entry from the Open Molecules 2025 dataset: C18H15Cl5N3O4PbS as an isolated structure in a non-equilibrium geometry (the ωB97M-V functional and the def2-TZVPD basis).

Orbital gap (spin up / spin down): 0.189 / 0.189 Eh
Net charge: +1
Total energy: -4051.8098 hartree
Spin multiplicity: 1
HOMO energy (spin up / spin down): -0.4586 / -0.4586 Ha
Largest force on an atom: 4.9 eV Å⁻¹
Energy relative to the best compared isomer or geometry (same formula, charge and spin): 0.0 kcal/mol

Element x y z (Å)
Pb -12.77 3.93 13.59
O -14.82 2.76 17.33
C -14.30 3.31 16.38
O -14.56 3.36 15.12
C -12.98 3.95 16.87
C -12.80 4.23 18.27
C -11.67 4.97 18.48
C -10.72 5.31 17.55
C -10.97 5.03 16.23
N -12.15 4.45 15.91
C -10.01 5.23 15.13
O -8.77 5.41 15.42
O -10.58 5.16 13.92
H -13.53 3.81 18.98
H -11.47 5.30 19.52
H -9.90 5.94 17.74
Cl -12.89 7.12 12.28
C -14.08 6.13 11.48
C -14.26 4.84 11.88
C -14.98 3.91 11.12
Cl -15.10 2.20 11.65
C -15.75 4.35 10.03
Cl -16.84 3.23 9.31
C -15.73 5.70 9.68
Cl -16.49 6.09 8.26
C -14.90 6.59 10.39
Cl -14.78 8.32 10.12
C -6.98 -0.10 10.58
C -8.30 0.66 10.53
N -8.15 1.94 11.18
C -9.15 2.56 11.90
S -10.76 1.87 12.08
N -8.85 3.67 12.49
C -7.44 4.05 12.85
C -6.53 2.92 13.30
H -6.23 0.38 11.26
H -6.44 -0.15 9.63
H -7.09 -1.17 10.92
H -9.13 0.11 10.99
H -8.57 0.84 9.49
H -7.40 2.50 10.86
H -9.60 4.25 12.85
H -7.53 4.74 13.71
H -7.11 4.57 11.93
H -6.96 1.92 13.52
H -5.97 3.38 14.11
H -5.76 2.82 12.51

=====

Entry from the Open Molecules 2025 dataset: a 11-piece molecular cluster, C44H88O31 overall in a non-equilibrium geometry (the ωB97M-V functional and the def2-TZVPD basis).

Orbital gap: 0.354 Eh
Total energy: -4061.6299 hartree
Spin multiplicity: 1
SMILES: CCOC(=O)OC.CCOC(=O)OC.CCOC(=O)OC.CCOC(=O)OC.CCOC(=O)OC.CCOC(=O)OC.CCOC(=O)OC.CCOC(=O)OC.CCOC(=O)OC.CCOC(=O)OC.C1CCOC1
HOMO energy: -0.3424 Ha
Largest force on an atom: 4.6 eV Å⁻¹
Energy relative to the best compared isomer or geometry (same formula, charge and spin): 135.1 kcal/mol

Element x y z (Å)
C -2.33 -1.52 3.81
C -3.37 -0.47 4.05
O -3.06 0.41 5.14
C -2.94 1.73 5.03
O -3.14 2.41 4.07
O -2.29 2.21 6.11
C -2.11 3.58 6.30
H -1.31 -1.15 3.93
H -2.45 -1.98 2.83
H -2.42 -2.29 4.58
H -4.33 -0.97 4.16
H -3.76 0.12 3.22
H -2.97 4.16 6.62
H -1.75 3.95 5.34
H -1.31 3.83 6.99
C 4.28 -3.88 1.15
C 4.32 -5.38 1.41
O 3.53 -5.93 0.44
C 3.31 -7.27 0.46
O 3.91 -8.16 0.97
O 2.30 -7.41 -0.43
C 1.69 -8.68 -0.79
H 3.31 -3.38 1.17
H 4.83 -3.57 0.26
H 4.74 -3.47 2.04
H 4.00 -5.69 2.40
H 5.29 -5.88 1.42
H 1.91 -9.36 -1.61
H 0.62 -8.50 -0.86
H 1.82 -9.39 0.04
C -2.33 9.27 -2.66
C -2.13 8.04 -3.53
O -1.96 6.92 -2.66
C -0.76 6.41 -2.37
O 0.27 6.80 -2.88
O -1.00 5.38 -1.58
C 0.08 4.68 -0.95
H -3.31 9.13 -2.20
H -2.33 10.19 -3.24
H -1.54 9.41 -1.92
H -1.30 8.01 -4.23
H -2.98 7.87 -4.18
H -0.36 3.79 -0.50
H 0.51 5.34 -0.19
H 0.89 4.47 -1.64
C 6.45 2.14 2.51
C 6.65 2.32 1.01
O 6.11 1.16 0.35
C 6.90 0.13 -0.03
O 8.03 -0.04 0.46
O 6.29 -0.64 -0.93
C 6.86 -1.94 -1.33
H 5.43 1.95 2.82
H 6.80 3.09 2.91
H 7.15 1.50 3.05
H 7.71 2.32 0.77
H 6.36 3.30 0.63
H 7.47 -2.38 -0.55
H 7.51 -1.80 -2.20
H 6.19 -2.69 -1.74
C 1.77 2.54 2.81
C 2.00 3.81 1.96
O 0.88 4.73 2.16
C 0.61 5.30 3.41
O 1.18 5.00 4.45
O -0.42 6.16 3.32
C -0.84 6.85 4.46
H 2.10 2.76 3.82
H 2.38 1.73 2.39
H 0.73 2.20 2.76
H 1.98 3.48 0.92
H 2.91 4.39 2.09
H -0.04 7.38 4.97
H -1.21 6.17 5.22
H -1.53 7.66 4.21
C -10.47 6.92 1.87
C -9.99 5.69 1.04
O -8.74 5.25 1.61
C -8.18 4.06 1.24
O -8.73 3.21 0.48
O -6.90 3.98 1.66
C -6.10 2.77 1.66
H -9.61 7.58 2.00
H -10.88 6.70 2.86
H -11.29 7.37 1.31
H -9.83 5.94 -0.01
H -10.73 4.89 0.99
H -6.57 1.86 2.02
H -5.20 2.83 2.28
H -5.84 2.35 0.69
C -2.24 -1.17 -2.91
C -2.68 -1.75 -1.55
O -4.05 -1.81 -1.58
C -4.78 -1.75 -0.58
O -4.45 -1.46 0.53
O -6.08 -2.13 -1.10
C -7.17 -2.14 -0.24
H -1.15 -1.17 -2.90
H -2.67 -0.18 -3.02
H -2.63 -1.72 -3.77
H -2.40 -1.14 -0.69
H -2.18 -2.69 -1.31
H -8.03 -2.56 -0.77
H -7.41 -1.13 0.09
H -6.88 -2.75 0.61
C 9.09 -1.60 -8.54
C 9.17 -0.50 -7.48
O 8.00 -0.68 -6.64
C 7.71 0.19 -5.66
O 8.38 1.10 -5.23
O 6.56 -0.19 -5.13
C 5.92 0.67 -4.20
H 8.30 -1.40 -9.27
H 8.81 -2.54 -8.08
H 10.05 -1.65 -9.05
H 9.11 0.44 -8.02
H 10.11 -0.44 -6.93
H 5.68 1.52 -4.84
H 6.44 0.80 -3.25
H 4.94 0.26 -3.94
C -4.22 -6.88 -3.04
C -3.22 -6.10 -3.82
O -2.02 -5.93 -3.08
C -1.09 -4.89 -3.25
O -1.07 -3.95 -4.04
O -0.20 -5.16 -2.31
C 0.65 -4.08 -1.90
H -3.69 -7.72 -2.59
H -4.88 -7.27 -3.81
H -4.85 -6.17 -2.50
H -3.68 -5.17 -4.16
H -3.05 -6.64 -4.75
H 0.04 -3.36 -1.36
H 1.08 -3.46 -2.69
H 1.43 -4.56 -1.31
C -2.41 1.74 0.69
C -1.30 0.84 1.30
O -0.04 0.93 0.61
C 0.74 -0.16 0.30
O 0.35 -1.34 0.43
O 1.94 0.24 -0.21
C 2.99 -0.71 -0.59
H -3.31 1.57 1.27
H -2.53 1.39 -0.34
H -2.14 2.80 0.71
H -1.65 -0.18 1.16
H -1.17 1.04 2.37
H 3.73 -0.92 0.18
H 3.52 -0.22 -1.40
H 2.54 -1.56 -1.09
C -0.39 -4.19 2.15
C -0.11 -5.49 1.36
C -0.15 -6.65 2.35
O -0.30 -6.05 3.61
C -0.45 -4.66 3.59
H -1.23 -3.66 1.71
H 0.41 -3.48 1.98
H 0.85 -5.50 0.84
H -0.78 -5.58 0.50
H 0.74 -7.26 2.24
H -1.04 -7.27 2.37
H 0.44 -4.23 4.04
H -1.39 -4.28 3.99

=====

Entry from the Open Molecules 2025 dataset: C8H10Cl2InOSSe4 as an isolated structure in a non-equilibrium geometry (the ωB97M-V functional and the def2-TZVPD basis).

Orbital gap (spin up / spin down): 0.210 / 0.213 Eh
Net charge: +1
Total energy: -11499.5718 hartree
Spin multiplicity: 1
HOMO energy (spin up / spin down): -0.4082 / -0.4082 Ha
Largest force on an atom: 3.3 eV Å⁻¹
Energy relative to the best compared isomer or geometry (same formula, charge and spin): 445.6 kcal/mol

Element x y z (Å)
In 1.77 2.75 -1.65
Se 4.17 2.05 0.25
Se 5.43 3.45 1.39
Se 4.48 5.58 1.17
Se 2.67 5.38 -0.06
C -2.07 1.85 -0.06
S -0.66 2.03 1.02
O 0.37 2.79 0.21
C -0.16 0.33 1.06
C -0.07 -2.80 -3.50
C -0.36 -2.95 -2.34
C -0.54 -2.92 1.44
C -0.48 -1.86 2.25
C -0.57 -0.43 2.08
H -1.76 1.38 -1.00
H -2.47 2.85 -0.24
H -2.81 1.24 0.45
H 0.21 -2.72 -4.53
H -0.70 -4.16 -0.39
H 0.79 -3.05 -0.44
H -0.41 -2.19 3.28
H -1.02 0.12 2.91
Cl -0.68 -2.86 -0.45
C -2.09 -2.05 -0.58
Cl 0.96 -0.18 -0.15
H -1.26 -1.22 -0.71
H -2.73 -2.43 -1.39

=====

Q: Which formula does entry 5 have?
A: C8H10Cl2InOSSe4

=====

Q: Which formula does entry 4 have?
A: C44H88O31

=====

Q: Which of these has the highest largest force on an atom?
A: C18H15Cl5N3O4PbS

=====

Copy entry 5 word for word.
Entry from the Open Molecules 2025 dataset: C8H10Cl2InOSSe4 as an isolated structure in a non-equilibrium geometry (the ωB97M-V functional and the def2-TZVPD basis).

Orbital gap (spin up / spin down): 0.210 / 0.213 Eh
Net charge: +1
Total energy: -11499.5718 hartree
Spin multiplicity: 1
HOMO energy (spin up / spin down): -0.4082 / -0.4082 Ha
Largest force on an atom: 3.3 eV Å⁻¹
Energy relative to the best compared isomer or geometry (same formula, charge and spin): 445.6 kcal/mol

Element x y z (Å)
In 1.77 2.75 -1.65
Se 4.17 2.05 0.25
Se 5.43 3.45 1.39
Se 4.48 5.58 1.17
Se 2.67 5.38 -0.06
C -2.07 1.85 -0.06
S -0.66 2.03 1.02
O 0.37 2.79 0.21
C -0.16 0.33 1.06
C -0.07 -2.80 -3.50
C -0.36 -2.95 -2.34
C -0.54 -2.92 1.44
C -0.48 -1.86 2.25
C -0.57 -0.43 2.08
H -1.76 1.38 -1.00
H -2.47 2.85 -0.24
H -2.81 1.24 0.45
H 0.21 -2.72 -4.53
H -0.70 -4.16 -0.39
H 0.79 -3.05 -0.44
H -0.41 -2.19 3.28
H -1.02 0.12 2.91
Cl -0.68 -2.86 -0.45
C -2.09 -2.05 -0.58
Cl 0.96 -0.18 -0.15
H -1.26 -1.22 -0.71
H -2.73 -2.43 -1.39